The following is a DFT calculation (ωB97M-V/def2-TZVPD) of a 6-piece molecular cluster, C24H36O12 overall in a non-equilibrium geometry.

As for the SMILES: O=C1CCCO1.O=C1CCCO1.O=C1CCCO1.O=C1CCCO1.O=C1CCCO1.O=C1CCCO1. Its energy relative to the best compared isomer or geometry (same formula, charge and spin) is 0.0000 eV. The calculation puts the max |F| at 0.0208 Eh/bohr. The net charge is 0. The gap between HOMO and LUMO comes out at 10.40 eV. As for the total energy: -50043.6571 eV.

XYZ file:
```
72
Properties=species:S:1:pos:R:3:mulliken_charge:R:1
O 6.238 -1.142 -2.041 -0.40
O -0.382 -2.059 3.206 -0.55
O 4.044 -1.368 -1.707 -0.54
O -8.264 -0.136 -3.221 -0.56
O -2.272 0.280 -0.484 -0.67
O 1.672 2.820 2.764 -0.62
O 3.892 3.787 -1.919 -0.59
O -1.666 -3.798 2.655 -0.35
O -0.087 0.447 -0.838 -0.10
O -6.108 -0.260 -3.791 -0.37
O -0.418 3.233 2.100 -0.43
O 1.932 3.077 -1.143 -0.22
C 0.579 5.030 -1.356 -0.72
C 2.762 4.029 -1.617 0.46
C 4.990 -0.647 -1.821 0.31
C -4.898 -0.831 -3.267 -0.42
C -0.055 1.080 2.944 0.44
C 6.536 1.187 -1.785 -0.63
C -6.736 -1.487 -1.876 -0.37
C 7.124 -0.078 -2.410 -0.40
C -0.061 -4.231 4.299 -0.49
C -1.806 -5.179 3.035 -0.46
C -1.188 -0.238 -0.477 0.24
C 5.038 0.866 -1.761 0.18
C -0.805 -1.670 -0.150 -0.09
C 1.096 -0.380 -0.774 -0.28
C -7.172 -0.567 -3.010 0.49
C -0.652 -3.216 3.343 0.53
C 2.039 5.351 -1.690 -0.61
C -1.558 1.343 2.914 -0.68
C 0.694 -1.559 0.097 -0.45
C 0.661 3.615 -0.748 0.38
C -5.225 -1.322 -1.842 -0.18
C -1.618 2.475 1.902 0.11
C -0.473 -5.559 3.652 -0.51
C 0.551 2.429 2.623 0.50
H -0.114 2.947 -1.110 0.18
H -4.634 -1.662 -3.922 0.26
H -2.120 0.465 2.598 0.29
H 6.944 1.339 -0.789 0.28
H -1.902 1.612 3.913 0.31
H 8.128 -0.290 -2.051 0.33
H 4.522 1.254 -2.638 0.18
H 1.210 -2.477 -0.183 0.54
H -2.611 -5.257 3.774 0.26
H 0.143 5.751 -0.670 0.38
H 1.928 0.182 -0.356 0.00
H -7.264 -1.150 -0.988 0.29
H -2.103 -5.772 2.175 0.33
H -7.030 -2.506 -2.124 0.23
H 0.253 0.376 2.167 -0.63
H 6.689 2.091 -2.372 0.29
H -1.078 -2.308 -0.995 0.42
H -4.127 -0.067 -3.297 0.28
H -4.824 -0.667 -1.071 0.09
H 0.610 3.651 0.341 -0.22
H 0.890 -1.350 1.146 0.16
H -4.691 -2.268 -1.719 0.27
H -2.492 3.111 2.025 0.36
H 1.411 -0.648 -1.783 0.33
H 2.479 6.041 -0.967 0.28
H 0.343 0.677 3.871 0.55
H 2.164 5.834 -2.657 0.33
H 4.518 1.198 -0.867 0.17
H 1.008 -4.086 4.413 0.32
H 0.261 -5.815 2.883 0.27
H 7.166 -0.021 -3.501 0.24
H -0.037 4.989 -2.254 0.29
H -0.493 -6.390 4.351 0.33
H -1.357 -2.067 0.700 -0.07
H -0.568 -4.087 5.257 0.28
H -1.626 2.052 0.894 -0.15
```